Record 1
{"formula": "C13H17NO3S", "method": "ωB97M-V/def2-TZVPD", "symbols": ["O", "S", "O", "O", "C", "C", "C", "C", "C", "C", "C", "N", "C", "C", "C", "C", "C", "C", "H", "H", "H", "H", "H", "H", "H", "H", "H", "H", "H", "H", "H", "H", "H", "H", "H"], "positions_angstrom": [[1.002, 2.508, 3.010], [-0.216, 2.867, 2.246], [0.198, 3.590, 1.144], [-1.074, 3.831, 3.290], [-1.176, 1.417, 1.667], [-2.596, 1.561, 1.975], [-3.499, 0.523, 1.583], [-3.009, -0.549, 0.861], [-1.564, -0.641, 0.434], [-0.653, 0.285, 0.908], [0.833, 0.018, 0.686], [1.325, -1.121, -0.158], [2.742, -0.952, -0.616], [2.623, -0.303, -1.987], [1.741, -1.143, -2.890], [0.274, -1.073, -2.368], [0.304, -1.771, -0.982], [-1.060, -1.936, -0.298], [-0.463, 4.161, 3.931], [-3.118, 2.319, 2.541], [-4.531, 0.568, 1.769], [-3.602, -1.351, 0.504], [0.963, 0.973, 0.021], [1.286, 0.202, 1.666], [3.215, -1.905, -0.788], [3.385, -0.465, 0.085], [2.245, 0.684, -1.889], [3.533, -0.039, -2.523], [1.654, -0.602, -3.858], [2.053, -2.132, -3.068], [-0.121, -0.032, -2.257], [-0.438, -1.602, -2.887], [0.543, -2.830, -1.101], [-1.634, -2.291, -1.102], [-1.164, -2.770, 0.452]], "mulliken_charge": [-0.701, 1.320, -0.550, -0.503, -0.105, -0.471, -0.789, -0.752, 0.456, 0.319, -0.570, 0.056, -0.821, -0.566, -0.768, -0.713, -0.048, -1.267, 0.354, 0.380, 0.449, 0.468, 0.243, 0.458, 0.351, 0.446, 0.340, 0.397, 0.349, 0.347, 0.285, 0.515, 0.182, 0.487, 0.421], "spin_multiplicity": 1, "e_lumo_ev": 0.2321, "largest_force_ev_per_a": 6.01, "smiles": "O=S(=O)(O)c1cccc2c1CN1CCCC[C@@H]1C2", "e_above_lowest_ev": 4.8091, "total_energy_ev": -32221.3323, "homo_ha": -0.292}

---

Record 2
{"formula": "C13H18Cl5Ge2NiO2", "method": "ωB97M-V/def2-TZVPD", "symbols": ["Ni", "Cl", "Ge", "Cl", "Cl", "C", "C", "C", "C", "C", "C", "C", "H", "H", "H", "H", "H", "H", "H", "C", "Ge", "C", "C", "C", "H", "H", "H", "H", "H", "H", "H", "H", "H", "H", "Cl", "C", "Cl", "C", "O", "O", "H"], "positions_angstrom": [[-0.502, -1.011, 0.509], [-4.324, -3.263, 0.359], [-3.440, -1.227, 1.006], [-4.992, -0.820, 2.666], [-4.423, 0.027, -0.620], [-0.772, -2.344, -1.014], [0.119, -1.921, -2.114], [1.395, -2.468, -2.298], [2.254, -2.015, -3.289], [1.862, -1.000, -4.154], [0.593, -0.451, -3.996], [-0.258, -0.900, -3.000], [-0.498, -3.330, -0.630], [-1.819, -2.349, -1.320], [1.711, -3.265, -1.632], [3.242, -2.455, -3.382], [2.535, -0.634, -4.920], [0.265, 0.350, -4.651], [-1.235, -0.444, -2.876], [-2.526, 2.112, 2.981], [-0.941, 2.234, 1.829], [-0.979, 4.035, 1.042], [0.588, 2.170, 3.049], [-0.910, 0.897, 0.463], [-2.543, 2.953, 3.682], [-2.502, 1.184, 3.556], [-3.450, 2.110, 2.403], [-1.029, 4.803, 1.819], [-1.852, 4.134, 0.394], [-0.083, 4.202, 0.441], [0.633, 3.100, 3.624], [1.515, 2.020, 2.497], [0.470, 1.338, 3.746], [-1.145, 1.312, -0.521], [4.374, -2.344, 1.957], [3.673, -1.687, 0.433], [4.961, -0.962, -0.556], [2.530, -0.700, 0.784], [2.779, 0.484, 0.916], [1.438, -1.340, 0.930], [3.286, -2.536, -0.113]], "lowdin_spin": [1.653, 0.026, 0.057, 0.032, 0.012, 0.070, 0.008, 0.009, -0.001, 0.012, 0.000, 0.010, 0.013, 0.007, 0.000, 0.000, 0.001, 0.000, 0.000, 0.024, 0.118, 0.011, 0.012, 0.782, 0.003, 0.000, 0.000, 0.001, 0.000, 0.001, 0.001, 0.000, 0.001, 0.057, 0.000, 0.003, 0.002, 0.009, 0.013, 0.054, 0.000], "spin_multiplicity": 4, "e_lumo_ev": [4.4667, 4.4658], "largest_force_ev_per_a": 0.44, "total_charge": -2, "total_energy_ev": -234559.0018, "homo_ha": [-0.061, -0.089]}

---

Record 3
{"formula": "C13H18N2O", "method": "ωB97M-V/def2-TZVPD", "symbols": ["C", "C", "C", "C", "N", "C", "C", "C", "O", "N", "C", "C", "C", "C", "C", "C", "H", "H", "H", "H", "H", "H", "H", "H", "H", "H", "H", "H", "H", "H", "H", "H", "H", "H"], "positions_angstrom": [[3.417, 1.508, 1.411], [1.928, 1.826, 1.491], [1.146, 0.829, 2.346], [0.941, -0.533, 1.671], [0.122, -0.433, 0.492], [0.475, -0.500, -0.829], [1.840, -0.803, -1.373], [2.352, 0.385, -2.195], [1.779, -1.976, -2.155], [-0.533, -0.333, -1.641], [-1.630, -0.136, -0.846], [-2.960, 0.087, -1.183], [-3.863, 0.237, -0.153], [-3.467, 0.163, 1.184], [-2.151, -0.057, 1.539], [-1.234, -0.198, 0.509], [3.933, 2.268, 0.829], [3.595, 0.545, 0.940], [3.853, 1.488, 2.408], [1.497, 1.853, 0.488], [1.806, 2.821, 1.924], [0.165, 1.253, 2.570], [1.667, 0.669, 3.291], [0.443, -1.211, 2.373], [1.902, -0.974, 1.401], [2.548, -1.035, -0.571], [1.612, 0.645, -2.948], [3.282, 0.110, -2.686], [2.527, 1.247, -1.558], [1.069, -1.852, -2.798], [-3.263, 0.135, -2.217], [-4.904, 0.412, -0.378], [-4.210, 0.277, 1.959], [-1.858, -0.122, 2.577]], "mulliken_charge": [-1.282, -0.254, -0.614, -1.103, 0.347, 0.441, 0.367, -1.416, -0.627, -0.759, 0.332, -0.812, -0.398, -0.762, -0.753, 0.882, 0.335, 0.275, 0.407, 0.159, 0.390, 0.347, 0.468, 0.378, 0.484, 0.139, 0.334, 0.367, 0.319, 0.427, 0.439, 0.381, 0.385, 0.378], "spin_multiplicity": 1, "e_lumo_ev": 0.8320, "largest_force_ev_per_a": 0.71, "smiles": "CCCCn1c([C@H](C)O)nc2ccccc21", "e_above_lowest_ev": 0.0433, "total_energy_ev": -18801.5827, "homo_ha": -0.311}

---

Record 4
{"formula": "C13H18N2O4S", "method": "ωB97M-V/def2-TZVPD", "symbols": ["C", "C", "C", "C", "C", "C", "C", "N", "S", "O", "O", "C", "C", "C", "C", "C", "C", "N", "O", "O", "H", "H", "H", "H", "H", "H", "H", "H", "H", "H", "H", "H", "H", "H", "H", "H", "H", "H"], "positions_angstrom": [[-1.607, -0.082, -3.596], [-0.857, 0.999, -2.827], [-0.890, 0.933, -1.289], [-2.285, 0.912, -0.648], [-2.866, -0.486, -0.446], [-1.865, -1.357, 0.305], [-0.588, -1.449, -0.523], [-0.061, -0.130, -0.760], [1.544, 0.079, -0.577], [1.905, 1.423, -0.907], [2.245, -1.002, -1.210], [1.907, -0.142, 1.193], [2.502, -1.327, 1.588], [2.963, -1.488, 2.886], [2.868, -0.442, 3.791], [2.296, 0.756, 3.402], [1.803, 0.893, 2.109], [1.142, 2.131, 1.776], [1.644, 3.156, 2.168], [0.088, 2.041, 1.187], [-2.670, -0.061, -3.369], [-1.213, -1.070, -3.376], [-1.490, 0.092, -4.664], [0.196, 0.980, -3.116], [-1.260, 1.973, -3.115], [-0.395, 1.852, -0.956], [-2.956, 1.515, -1.260], [-2.199, 1.389, 0.329], [-3.096, -0.955, -1.403], [-3.796, -0.407, 0.121], [-2.268, -2.357, 0.473], [-1.639, -0.905, 1.272], [0.186, -2.012, 0.001], [-0.796, -1.964, -1.469], [2.625, -2.102, 0.848], [3.416, -2.421, 3.183], [3.247, -0.554, 4.795], [2.219, 1.590, 4.084]], "mulliken_charge": [-1.211, -0.637, -0.346, -0.766, -0.642, -0.629, -0.709, 0.356, 1.429, -0.688, -0.774, 0.006, -0.328, -0.799, -0.471, -0.668, 0.383, 0.885, -0.606, -0.469, 0.230, 0.246, 0.457, 0.377, 0.441, 0.484, 0.320, 0.368, 0.270, 0.394, 0.363, 0.295, 0.452, 0.203, 0.515, 0.410, 0.400, 0.457], "spin_multiplicity": 1, "e_lumo_ev": -0.5018, "largest_force_ev_per_a": 1.11, "smiles": "CC[C@H]1CCCCN1S(=O)(=O)c1ccccc1[N+](=O)[O-]", "e_above_lowest_ev": 3.2388, "total_energy_ev": -35775.3808, "homo_ha": -0.341}

---

Record 5
{"formula": "C13H18N2O5", "method": "ωB97M-V/def2-TZVPD", "symbols": ["C", "C", "O", "C", "N", "C", "O", "N", "C", "C", "C", "C", "C", "C", "O", "C", "C", "C", "O", "O", "H", "H", "H", "H", "H", "H", "H", "H", "H", "H", "H", "H", "H", "H", "H", "H", "H", "H"], "positions_angstrom": [[-1.286, 4.007, -0.717], [-1.185, 2.447, -0.785], [-0.148, 2.091, -1.629], [-1.081, 1.924, 0.652], [0.323, 2.061, 1.126], [-1.354, 0.417, 0.764], [-1.574, -0.071, 1.829], [-1.328, -0.296, -0.445], [-1.385, -1.712, -0.524], [-0.423, -2.360, 0.586], [1.013, -1.985, 0.354], [1.636, -1.284, 1.323], [2.888, -0.572, 1.043], [3.512, -0.838, -0.160], [4.682, -0.298, -0.469], [2.922, -1.742, -1.129], [1.634, -2.194, -0.894], [-2.883, -2.187, -0.344], [-3.751, -1.508, 0.135], [-3.036, -3.464, -0.678], [-1.624, 4.468, -1.608], [-1.922, 4.191, 0.142], [-0.285, 4.423, -0.348], [-2.100, 2.018, -1.211], [0.642, 1.836, -1.102], [-1.753, 2.530, 1.343], [0.521, 2.978, 1.518], [0.493, 1.439, 1.899], [-0.801, 0.112, -1.139], [-1.105, -2.030, -1.528], [-0.500, -3.462, 0.504], [-0.820, -2.035, 1.560], [1.249, -1.188, 2.345], [3.333, 0.089, 1.768], [4.993, 0.373, 0.241], [3.442, -1.937, -2.014], [1.032, -2.507, -1.707], [-3.972, -3.734, -0.701]], "mulliken_charge": [-1.405, 0.023, -0.623, 0.087, -0.625, 0.010, -0.603, 0.043, -0.219, -1.074, 0.188, -0.301, -0.681, 1.034, -0.579, -1.002, -0.342, 0.032, -0.546, -0.447, 0.384, 0.375, 0.286, 0.414, 0.366, 0.422, 0.244, 0.234, 0.473, 0.678, 0.491, 0.457, 0.414, 0.297, 0.318, 0.477, 0.335, 0.365], "spin_multiplicity": 1, "e_lumo_ev": 0.5773, "largest_force_ev_per_a": 3.88, "smiles": "C[C@@H](O)[C@H](N)C(=O)N[C@@H](Cc1ccc(O)cc1)C(=O)O", "e_above_lowest_ev": 1.6280, "total_energy_ev": -26990.5968, "homo_ha": -0.311}

---

Record 6
{"formula": "C13H18N4O", "method": "ωB97M-V/def2-TZVPD", "symbols": ["C", "O", "C", "C", "C", "C", "N", "C", "N", "C", "H", "C", "N", "H", "C", "H", "C", "H", "H", "H", "H", "H", "H", "C", "C", "N", "C", "H", "H", "H", "H", "H", "H", "H", "H", "H"], "positions_angstrom": [[1.787, -2.344, -4.554], [1.119, -2.260, -3.238], [0.977, -1.042, -2.636], [0.429, -1.057, -1.409], [-0.066, -2.125, -1.010], [-0.510, -2.249, 0.316], [-0.504, -1.150, 1.020], [-0.383, -0.006, 0.540], [-0.500, 1.023, 1.358], [-1.202, 0.975, 2.640], [-0.610, 0.435, 3.543], [-2.004, 2.124, 2.852], [-0.990, 3.504, 3.036], [-0.824, 3.428, 4.224], [0.226, 3.129, 2.446], [0.935, 4.031, 2.313], [0.247, 2.506, 1.160], [1.222, 2.270, 0.689], [-0.627, 2.957, 0.639], [1.112, 2.436, 3.195], [-2.583, 2.501, 1.982], [-2.435, 1.966, 3.811], [-1.923, 0.012, 2.558], [0.459, -0.034, -0.644], [0.417, 1.172, -1.360], [0.977, 2.213, -1.889], [-1.079, -3.371, 0.914], [-0.469, -4.369, 1.173], [-1.813, -3.969, 0.349], [-1.470, -3.262, 2.025], [0.020, -3.294, -1.383], [1.988, -0.602, -2.810], [0.472, -0.427, -3.388], [2.785, -1.875, -4.699], [1.169, -1.727, -5.384], [1.683, -3.532, -4.816]], "mulliken_charge": [-0.700, -0.296, -1.107, 0.195, 0.116, 0.356, -0.407, 0.263, 0.173, -0.377, 0.213, -0.945, -0.577, 0.331, -0.547, 0.415, -0.813, 0.531, 0.370, 0.212, 0.284, 0.444, 0.388, 0.959, -0.109, -0.648, -1.320, 0.287, 0.346, 0.287, 0.132, 0.416, 0.359, 0.290, 0.268, 0.208], "spin_multiplicity": 1, "e_lumo_ev": 0.1081, "largest_force_ev_per_a": 14.65, "e_above_lowest_ev": 11.7169, "total_energy_ev": -21769.8001, "homo_ha": -0.293}

---

Record 7
{"formula": "C13H18N5O2PtS", "method": "ωB97M-V/def2-TZVPD", "symbols": ["Pt", "C", "C", "N", "N", "C", "N", "S", "C", "C", "C", "C", "C", "N", "H", "H", "H", "H", "H", "H", "H", "H", "H", "O", "C", "O", "C", "N", "C", "C", "C", "H", "H", "H", "H", "H", "H", "H", "H", "H"], "positions_angstrom": [[0.412, 0.352, 0.027], [-0.984, -3.853, -0.357], [-0.375, -2.566, 0.051], [-0.620, -1.444, -0.596], [-1.517, -1.395, -1.544], [-1.926, -0.186, -1.895], [-2.770, -0.065, -2.885], [-1.478, 1.220, -0.964], [0.446, -2.401, 1.218], [0.714, -3.413, 2.105], [1.430, -3.126, 3.273], [1.863, -1.836, 3.499], [1.571, -0.855, 2.554], [0.871, -1.139, 1.454], [-1.384, -3.800, -1.363], [-1.809, -4.104, 0.320], [-0.262, -4.667, -0.293], [-3.076, -0.884, -3.396], [-3.175, 0.826, -3.141], [0.377, -4.421, 1.898], [1.633, -3.910, 3.994], [2.422, -1.573, 4.387], [1.892, 0.166, 2.689], [2.176, 1.256, 0.817], [2.338, 1.804, -0.305], [1.494, 1.556, -1.218], [3.425, 2.811, -0.585], [4.477, 2.767, 0.506], [4.794, 4.207, 0.930], [4.095, 5.076, -0.113], [2.872, 4.248, -0.523], [3.880, 2.610, -1.551], [5.320, 2.293, 0.192], [4.099, 2.223, 1.278], [5.868, 4.348, 0.968], [4.389, 4.368, 1.924], [4.740, 5.256, -0.971], [3.822, 6.043, 0.298], [2.439, 4.545, -1.475], [2.096, 4.322, 0.243]], "mulliken_charge": [0.824, -1.408, 0.852, 0.406, -0.941, 0.736, -0.315, -0.086, 0.479, -0.611, -0.451, -0.717, 0.068, -0.207, 0.385, 0.395, 0.457, 0.273, 0.215, 0.386, 0.476, 0.430, 0.578, -0.667, 0.646, -0.572, 0.016, -0.026, -0.572, -0.594, -0.746, 0.437, 0.404, 0.284, 0.360, 0.323, 0.350, 0.380, 0.394, 0.358], "spin_multiplicity": 1, "e_lumo_ev": -12.8187, "largest_force_ev_per_a": 3.64, "total_charge": 3, "e_above_lowest_ev": 1.1289, "total_energy_ev": -39371.0747, "homo_ha": -0.662}

---

Record 8
{"formula": "C13H18NO8PRe", "method": "ωB97M-V/def2-TZVPD", "symbols": ["Re", "O", "C", "C", "C", "N", "C", "C", "C", "O", "O", "C", "O", "O", "H", "H", "H", "C", "C", "O", "P", "O", "C", "C", "O", "C", "C", "H", "H", "H", "H", "H", "H", "H", "H", "H", "H", "H", "H", "H", "H", "H"], "positions_angstrom": [[0.018, 0.951, -0.228], [0.056, 6.574, 2.103], [-0.026, 5.411, 1.535], [-1.244, 4.731, 1.264], [-1.172, 3.479, 0.702], [-0.014, 2.889, 0.403], [1.143, 3.515, 0.643], [1.198, 4.764, 1.198], [2.338, 2.603, 0.233], [3.466, 2.962, 0.264], [1.839, 1.437, -0.117], [-2.347, 2.521, 0.373], [-3.486, 2.829, 0.479], [-1.831, 1.360, 0.002], [-0.783, 7.002, 2.351], [-2.206, 5.162, 1.509], [2.139, 5.256, 1.397], [1.577, -2.262, -4.130], [0.467, -1.730, -3.260], [0.794, -2.040, -1.889], [0.116, -1.412, -0.621], [-1.244, -2.239, -0.572], [-2.246, -2.010, 0.431], [-3.222, -3.164, 0.421], [1.026, -1.860, 0.589], [1.579, -3.177, 0.853], [1.989, -3.226, 2.304], [1.430, -1.944, -5.158], [1.600, -3.351, -4.106], [2.540, -1.901, -3.771], [-0.497, -2.182, -3.518], [0.372, -0.641, -3.366], [-2.764, -1.072, 0.195], [-1.766, -1.915, 1.412], [-3.681, -3.283, -0.559], [-3.996, -2.980, 1.161], [-2.714, -4.097, 0.661], [2.442, -3.319, 0.193], [0.837, -3.946, 0.608], [2.689, -2.420, 2.530], [2.461, -4.179, 2.529], [1.124, -3.094, 2.954]], "lowdin_spin": [0.928, 0.003, 0.003, 0.001, 0.006, 0.016, 0.006, 0.001, 0.006, -0.005, 0.002, 0.006, -0.005, 0.006, 0.000, 0.000, 0.000, 0.000, 0.003, 0.000, 0.014, 0.000, 0.000, 0.000, 0.005, 0.000, 0.000, 0.000, 0.000, 0.000, 0.000, 0.003, 0.000, 0.000, 0.000, 0.000, 0.000, 0.000, 0.000, 0.000, 0.000, 0.000], "spin_multiplicity": 2, "e_lumo_ev": [-10.8493, -10.5706], "largest_force_ev_per_a": 5.28, "total_charge": 2, "total_energy_ev": -43045.3146, "homo_ha": [-0.624, -0.621]}